Record 1
Here is 5 unconnected molecules or ions with the total composition C20H44O7P from the Open Molecules 2025 dataset. Energies are from wB97M-V/def2-TZVPD.

As for the total energy: -1656.4917 a.u. Its gap between HOMO and LUMO is 6.703 eV. As for the molar mass: 427.54 g mol⁻¹. The charge is -1.

Last column: Mulliken charge in e.
Geometry (Å):
C1 -2.10465 4.81916 -2.98100  -1.56
C2 -1.79441 6.15556 -2.29598  0.44
C3 -0.42222 6.67848 -2.74467  -1.55
C4 -1.93023 6.13551 -0.75493  0.68
C5 -3.35791 5.75717 -0.32396  -1.59
C6 -0.91070 5.27060 0.00382  -1.51
O1 -0.96974 3.93810 -0.36048  -0.08
P1 0.56212 3.02795 -0.33981  -0.29
O2 -0.22698 1.77531 0.56461  -0.30
C7 -1.27313 1.15735 -0.11516  -0.35
C8 -0.96620 1.26359 -1.62638  -0.25
O3 0.05876 2.19610 -1.78985  -0.49
H1 -2.43772 5.00010 -4.01021  0.48
H2 -1.22732 4.17231 -2.99412  0.25
H3 -2.89088 4.27051 -2.45890  0.34
H4 -2.54481 6.88815 -2.62552  0.43
H5 -0.18326 6.32768 -3.75268  0.36
H6 -0.37397 7.77287 -2.75356  0.36
H7 0.37322 6.31219 -2.09345  0.31
H8 -1.72267 7.16680 -0.42773  0.45
H9 -4.06907 5.83117 -1.15270  0.40
H10 -3.72126 6.40116 0.48215  0.37
H11 -3.38416 4.72360 0.02878  0.22
H12 0.11060 5.66558 -0.14083  0.66
H13 -1.12098 5.39238 1.08544  0.22
H14 1.79851 2.30266 -0.31234  0.04
H15 0.88377 3.70199 0.89215  0.04
H16 1.14063 4.07167 -1.14502  -0.03
H17 -1.34110 0.10459 0.19876  0.31
H18 -2.22926 1.64683 0.12627  0.23
H19 -0.65766 0.28463 -2.01224  0.21
H20 -1.87514 1.56957 -2.16745  0.21
C9 1.38121 -2.15487 0.19140  -0.40
C10 0.53011 -2.75403 -0.90359  0.79
O4 -0.33097 -2.13761 -1.48987  -0.53
C11 0.80867 -4.19956 -1.25110  -1.03
H21 1.15962 -1.09545 0.30138  -0.08
H22 1.20675 -2.67172 1.13584  0.00
H23 2.44147 -2.28120 -0.03778  0.43
H24 0.66283 -4.83487 -0.37449  0.30
H25 1.84799 -4.32227 -1.56053  0.15
H26 0.13696 -4.51154 -2.04935  0.32
C12 2.88108 -5.07859 -4.94094  -1.16
C13 2.95355 -5.98970 -3.74008  0.93
O5 3.65837 -5.73924 -2.79260  -0.56
C14 2.07771 -7.22034 -3.77647  -1.18
H27 3.54256 -4.22784 -4.80196  0.30
H28 3.15783 -5.62552 -5.84462  0.38
H29 1.85627 -4.72886 -5.08088  0.32
H30 2.33043 -7.83555 -4.64239  0.39
H31 1.03214 -6.92689 -3.88895  0.31
H32 2.20574 -7.79353 -2.86200  0.29
C15 0.73271 0.46273 3.45875  -0.82
C16 1.72440 -0.47234 4.09114  0.84
O6 2.61006 -1.01013 3.45854  -0.58
C17 1.55792 -0.72486 5.57358  -1.08
H33 0.94149 0.63205 2.40843  0.06
H34 -0.28066 0.07217 3.59202  0.28
H35 0.75872 1.43207 3.96098  0.48
H36 0.56754 -1.15438 5.73178  0.20
H37 1.62290 0.20937 6.13261  0.38
H38 2.31987 -1.42237 5.91687  0.29
C18 -0.47760 -3.57428 3.29384  -0.55
C19 -0.86693 -3.96243 4.69772  0.68
O7 -0.74695 -3.19487 5.62173  -0.53
C20 -1.41260 -5.35875 4.88790  -1.23
H39 -0.09375 -2.55767 3.27740  -0.14
H40 0.28695 -4.25660 2.91501  0.35
H41 -1.34028 -3.65682 2.62865  0.40
H42 -0.67743 -6.09394 4.55480  0.31
H43 -2.30212 -5.49736 4.27020  0.32
H44 -1.65670 -5.52375 5.93406  0.34

---

Record 2
Here is a molecular structure, C27H63ClN9O9Rb at a distorted geometry from the Open Molecules 2025 dataset. Energies are from wB97M-V/def2-TZVPD.

As for the total energy: -2720.8847 a.u. Its gap between HOMO and LUMO is 7.663 eV. As for the molar mass: 778.78 g mol⁻¹. The charge is 0.

Last column: Mulliken charge in e.
Geometry (Å):
Rb1 -1.18006 -0.18457 -3.77727  0.86
Cl1 0.34806 -1.28529 -0.96935  -0.77
C1 1.26418 -1.17242 2.32776  -0.47
C2 0.58726 -0.38471 3.44215  0.59
O1 -0.04012 -1.04258 4.32207  -0.85
N1 0.74497 0.99989 3.43694  0.48
C3 0.02394 1.74696 4.42293  -1.05
H1 1.52438 -0.50964 1.50245  -0.28
H2 0.53647 -1.95393 2.10919  0.15
H3 2.00336 -1.82994 2.78533  0.37
H4 1.48936 1.42450 2.90243  -0.08
H5 -1.05717 1.69245 4.55068  0.19
H6 0.35150 2.78611 4.39170  0.38
H7 0.50405 1.49643 5.36887  0.40
C4 2.73975 -0.19679 -3.99053  -0.42
C5 2.56694 -1.02659 -5.30098  0.39
O2 2.46580 -2.27332 -5.27460  -0.68
N2 2.50265 -0.42197 -6.49366  -0.14
C6 3.06603 0.81002 -6.88806  -0.83
H8 3.33938 0.70831 -4.08718  0.42
H9 3.22365 -0.82995 -3.24687  0.08
H10 1.79398 0.01894 -3.49345  0.00
H11 2.29528 -1.07512 -7.23561  0.28
H12 2.88411 1.63428 -6.19841  0.26
H13 2.58671 0.97453 -7.85310  0.34
H14 4.14030 0.76372 -7.06670  0.27
C7 -2.40658 -1.66970 1.72107  0.00
C8 -3.39704 -1.37032 2.90283  0.46
O3 -4.59153 -1.64443 2.75943  -0.73
N3 -2.91217 -0.98516 4.09751  0.07
C9 -3.70647 -0.68393 5.23269  -1.07
H15 -1.90299 -2.61357 1.92985  0.54
H16 -1.68389 -0.85690 1.64922  -0.32
H17 -3.00765 -1.72271 0.81332  -0.11
H18 -1.91617 -0.99962 4.26441  0.29
H19 -4.28024 -1.39377 5.82852  0.31
H20 -4.32482 0.18474 5.00650  0.27
H21 -2.94744 -0.20214 5.84900  0.38
C10 0.86600 3.33850 -2.23759  -1.01
C11 0.36116 4.49070 -1.32972  0.76
O4 -0.87712 4.60827 -1.04461  -0.61
N4 1.27019 5.37681 -0.82417  -0.21
C12 0.91715 6.58319 -0.16444  -1.00
H22 0.47173 3.64866 -3.20529  0.41
H23 0.60196 2.33334 -1.90890  0.17
H24 1.92603 3.29555 -2.48777  0.34
H25 2.20931 5.32506 -1.19224  0.26
H26 0.92867 7.45411 -0.81976  0.34
H27 1.65599 6.76379 0.61632  0.33
H28 -0.09082 6.65342 0.24441  0.34
C13 4.01870 -3.54111 -0.85837  -0.34
C14 5.53725 -3.83153 -0.69248  0.61
O5 6.08302 -3.53842 0.37836  -0.67
N5 6.07136 -4.51240 -1.73280  -0.20
C15 7.43784 -5.07785 -1.84344  -0.87
H29 3.96923 -2.47689 -0.62798  -0.18
H30 3.51862 -4.07882 -0.05283  0.23
H31 3.58070 -3.80723 -1.82036  0.30
H32 5.49035 -4.65266 -2.54695  0.23
H33 7.29772 -6.12819 -1.58800  0.31
H34 7.99762 -4.64995 -1.01179  0.31
H35 7.91660 -5.13952 -2.82072  0.29
C16 -3.63643 2.79732 3.31894  -0.50
C17 -2.62787 3.11634 2.30129  0.84
O6 -2.59291 4.14063 1.72429  -0.67
N6 -1.89694 2.09423 1.92603  0.93
C18 -0.83173 2.17912 0.94784  -0.79
H36 -4.62720 2.90348 2.87713  0.03
H37 -3.56050 3.50432 4.14507  0.38
H38 -3.47067 1.77198 3.64954  -0.16
H39 -2.01207 1.25572 2.47715  -0.70
H40 -0.01698 1.49952 1.19769  0.10
H41 -0.33305 3.14754 0.90809  0.16
H42 -0.98323 1.83672 -0.07583  0.28
C19 -1.45015 -6.22904 -2.00338  -0.92
C20 -2.60159 -5.35279 -2.53103  0.73
O7 -3.41531 -5.84010 -3.27077  -0.65
N7 -2.57973 -4.09200 -2.18333  -0.08
C21 -3.67601 -3.13563 -2.51818  -0.83
H43 -0.74442 -6.51740 -2.78241  0.27
H44 -1.85943 -7.15444 -1.59817  0.28
H45 -0.79725 -5.69107 -1.31605  0.24
H46 -1.90424 -3.61234 -1.60564  0.18
H47 -4.25310 -3.00069 -1.60338  0.34
H48 -4.33020 -3.37381 -3.35687  0.36
H49 -3.26852 -2.14491 -2.71953  0.06
C22 -4.50852 0.86786 0.00241  -0.41
C23 -5.65135 1.85865 0.26316  0.43
O8 -5.46055 3.07671 0.02983  -0.63
N8 -6.58525 1.33659 1.09268  -0.21
C24 -7.76806 2.08825 1.63437  -0.87
H50 -4.93656 -0.13410 -0.02855  0.41
H51 -3.90298 0.99772 0.89937  -0.22
H52 -3.82590 0.95699 -0.84268  0.32
H53 -6.33144 0.48233 1.56800  0.29
H54 -7.40559 2.92080 2.23735  0.29
H55 -8.42529 1.48079 2.25657  0.34
H56 -8.23937 2.43092 0.71320  0.28
C25 4.63535 0.26068 2.14205  -0.85
C26 3.81209 1.50351 1.75650  0.58
O9 3.48292 2.26307 2.63827  -0.72
N9 3.45239 1.79614 0.49221  0.10
C27 3.69300 1.06166 -0.76918  -0.25
H57 5.61516 0.65536 2.41093  0.32
H58 4.68876 -0.43934 1.30826  0.20
H59 4.23299 -0.31131 2.97813  0.25
H60 2.94206 2.66769 0.48469  0.17
H61 3.25187 0.06495 -0.77830  0.08
H62 4.75750 1.08163 -1.00269  0.43
H63 3.15927 1.58111 -1.56505  -0.33

---

Record 3
Here is a single C4H11NO2 molecule at a distorted geometry from the Open Molecules 2025 dataset. Energies are from wB97M-V/def2-TZVPD.

As for the total energy: -364.1636 a.u. Its gap between HOMO and LUMO is 10.683 eV. As for the molar mass: 105.14 g mol⁻¹. Its structure (SMILES) is OCCCNCO. The charge is 0.

Last column: Mulliken charge in e.
Geometry (Å):
C1 -1.14564 0.08047 -0.35235  -0.94
C2 -0.51465 1.20525 0.39308  -0.40
C3 0.02301 0.75957 1.67213  -0.49
O1 -0.73582 -0.19634 2.39351  -0.57
N1 0.05619 -0.80813 -0.52285  -0.35
C4 1.05164 -0.39123 -1.47323  -0.25
O2 1.84988 -1.60485 -1.74085  -0.53
H1 -1.53815 0.06461 -1.40829  0.40
H2 -1.95854 -0.30964 0.17943  0.43
H3 0.27488 1.73089 -0.14021  0.26
H4 -1.35958 1.92643 0.61689  0.31
H5 0.18188 1.52977 2.36102  0.47
H6 1.06228 0.32413 1.65860  0.24
H7 -0.62496 -1.01124 1.88430  0.32
H8 -0.38469 -1.60544 -0.95983  0.28
H9 1.69547 0.43683 -1.11217  0.24
H10 0.63770 -0.09932 -2.44213  0.28
H11 1.42909 -2.03176 -1.00706  0.32

---

Record 4
Here is a molecular structure, C22H28MnN7S from the Open Molecules 2025 dataset. Energies are from wB97M-V/def2-TZVPD.

Its spin multiplicity is 6. As for the total energy: -2787.4762 a.u. Its gap between HOMO and LUMO (alpha / beta) is 6.239 / 6.235 eV. As for the molar mass: 477.52 g mol⁻¹. The charge is +1.

Last column: Mulliken charge in e.
Geometry (Å):
Mn1 -1.00092 -0.07382 0.89314  0.51
C1 3.66518 1.25094 -2.17003  -0.51
C2 3.48507 -0.05596 -1.73377  -0.83
C3 2.61407 -0.33365 -0.68939  0.43
C4 1.90273 0.69193 -0.07526  -0.68
C5 2.06537 1.99827 -0.53335  0.40
C6 2.95300 2.27729 -1.56382  -0.94
N1 1.03161 0.41777 1.01179  -0.13
C7 1.49733 0.61665 2.26164  0.33
C8 2.81733 1.05154 2.57559  -0.61
C9 3.22383 1.18359 3.87349  -0.67
C10 2.37267 0.90806 4.97210  -0.77
C11 1.10012 0.49465 4.71833  -0.47
C12 0.65509 0.35918 3.38664  0.42
N2 -0.60404 -0.06222 3.05559  0.90
N3 -1.40892 -0.50243 3.90987  -1.04
C13 -2.61664 -0.94889 3.31267  0.31
C14 -3.65328 -1.30592 4.16216  -0.50
C15 -4.82782 -1.77919 3.60891  -0.27
C16 -4.93160 -1.89384 2.22945  -0.78
C17 -3.84800 -1.51937 1.45604  -0.18
N4 -2.71372 -1.05029 1.98164  -0.03
H1 4.36420 1.46925 -2.96635  0.43
H2 4.05032 -0.85955 -2.18914  0.44
H3 2.49985 -1.34366 -0.31425  0.57
H4 1.52575 2.79795 -0.03998  0.47
H5 3.09459 3.30042 -1.88875  0.43
H6 3.50640 1.26898 1.77206  0.37
H7 4.23647 1.51386 4.06898  0.40
H8 2.73211 1.02708 5.98337  0.39
H9 0.40202 0.26932 5.51335  0.46
H10 -3.51118 -1.20974 5.22875  0.49
H11 -5.65293 -2.06373 4.24795  0.41
H12 -5.82588 -2.27041 1.75505  0.42
H13 -3.88088 -1.59996 0.37577  0.38
N5 -2.08150 1.92902 0.94568  -0.54
H14 -3.09435 1.85866 0.93577  0.25
H15 -1.82437 2.62248 0.24974  0.26
H16 -1.82216 2.31977 1.84866  0.28
C18 0.60846 -2.99943 -2.57529  -1.10
N6 0.23737 -1.74170 -3.21020  0.24
C19 0.42351 -1.72268 -4.66068  -1.19
C20 -0.54073 -0.84025 -2.59180  0.48
S1 -1.53553 -1.33658 -1.28600  -0.45
N7 -0.60435 0.40311 -3.08835  0.18
C21 -1.67561 1.32064 -2.73860  -1.06
C22 0.51021 1.02629 -3.79767  -1.37
H17 1.55005 -3.32362 -3.01698  0.40
H18 -0.15177 -3.76494 -2.74297  0.35
H19 0.74226 -2.85908 -1.50816  0.30
H20 0.17125 -2.71085 -5.04654  0.43
H21 1.45354 -1.49491 -4.93746  0.33
H22 -0.24537 -1.00174 -5.12103  0.39
H23 -2.56181 0.76952 -2.43875  0.42
H24 -1.90361 1.93221 -3.61065  0.40
H25 -1.36687 1.97982 -1.92026  0.16
H26 1.42521 0.46769 -3.62810  0.38
H27 0.64876 2.02458 -3.38279  0.49
H28 0.31811 1.11791 -4.86778  0.38